The following is a DFT calculation (ωB97M-V/def2-TZVPD) of C17H25F3N4O3 in the gas phase.

Calculated values
HOMO-LUMO gap: 9.54 eV
Relative energy (zero: lowest compared OMol25 entry of this formula, charge and spin): 0.394 eV
SMILES: CCCNC(=O)[C@H](c1n[nH]cc1C)N1CC[C@@H](C(F)(F)F)C[C@H]1C(=O)OC

Element x y z (Å)
C (-2.49867, 3.30775, -0.80683)
C (-3.59343, 2.32865, -0.40138)
C (-3.47858, 0.98223, -1.11000)
N (-2.27949, 0.24576, -0.74169)
C (-1.21414, 0.12530, -1.56743)
O (-1.14398, 0.68989, -2.64619)
C (-0.02951, -0.73582, -1.09602)
C (-0.28562, -2.19779, -1.30167)
N (-1.49828, -2.72706, -1.28608)
N (-1.29743, -4.03371, -1.48968)
C (0.01154, -4.34669, -1.63165)
C (0.71692, -3.17621, -1.51399)
C (2.18924, -2.93845, -1.60149)
N (0.52191, -0.47060, 0.25269)
C (-0.14782, -1.17074, 1.34406)
C (0.62928, -1.07352, 2.64486)
C (0.74454, 0.39437, 3.02349)
C (1.47585, 0.58881, 4.32865)
F (2.74022, 0.12223, 4.28161)
F (1.54794, 1.88842, 4.67657)
F (0.85847, -0.05455, 5.34184)
C (1.42384, 1.15001, 1.89365)
C (0.70040, 0.95087, 0.54523)
C (1.56652, 1.74836, -0.42907)
O (1.76363, 2.92319, -0.26090)
O (2.19634, 1.03119, -1.36016)
C (3.05852, 1.78651, -2.22288)
H (-2.60669, 4.25805, -0.28320)
H (-1.50583, 2.91680, -0.58164)
H (-2.52998, 3.50213, -1.87995)
H (-3.57570, 2.16724, 0.68149)
H (-4.57395, 2.75299, -0.63335)
H (-4.34420, 0.35627, -0.88329)
H (-3.44816, 1.13109, -2.18951)
H (-2.32971, -0.37484, 0.04582)
H (0.74671, -0.45588, -1.80088)
H (-2.08764, -4.64897, -1.54728)
H (0.33511, -5.35929, -1.80917)
H (2.74674, -3.87403, -1.58433)
H (2.44679, -2.40992, -2.52209)
H (2.52786, -2.31756, -0.77092)
H (-1.16327, -0.78852, 1.55616)
H (-0.25667, -2.21543, 1.05989)
H (0.11284, -1.63764, 3.42273)
H (1.62168, -1.51098, 2.51439)
H (-0.25979, 0.80166, 3.18277)
H (1.46498, 2.21676, 2.10215)
H (2.45170, 0.79020, 1.78930)
H (-0.26523, 1.47849, 0.58846)
H (3.48512, 1.06872, -2.91685)
H (2.48712, 2.54040, -2.76012)
H (3.84197, 2.27388, -1.64609)

Cartesian forces (eV/Å) of the 2 atoms listed first:
C -0.019 0.001 -0.007
C 0.034 -0.013 0.004

natural (NBO) population analysis, charges in e, atoms 1 to 2:
1. C -0.61
2. C -0.40

***

The following is a DFT calculation (ωB97M-V/def2-TZVPD) of 4 unconnected molecules or ions with the total composition C17H25F9O7Si.

Calculated values
HOMO-LUMO gap: 10.76 eV
SMILES: CCOC(=O)C(F)(F)F.CCOC(=O)C(F)(F)F.CCOC(=O)C(F)(F)F.C#C[SiH2]CCCO

Element x y z (Å)
C (-1.20277, -0.63994, 2.80389)
C (-2.51432, -0.89775, 3.51187)
O (-3.46919, 0.13110, 3.17946)
C (-4.08511, -0.01154, 2.01859)
O (-3.96551, -0.91571, 1.24812)
C (-5.00116, 1.19302, 1.77243)
F (-4.36478, 2.33645, 2.06538)
F (-6.10345, 1.12118, 2.52447)
F (-5.37398, 1.24595, 0.49670)
H (-0.83846, 0.36137, 3.03727)
H (-0.44884, -1.36548, 3.10367)
H (-1.32185, -0.70248, 1.72268)
H (-2.38687, -0.84337, 4.59064)
H (-2.92166, -1.87872, 3.27176)
C (-3.31667, 3.76647, -0.74913)
C (-2.23654, 2.71064, -0.84433)
O (-1.43394, 2.86981, -2.03046)
C (-0.47441, 3.77872, -1.96439)
O (-0.20580, 4.46876, -1.02758)
C (0.30966, 3.79144, -3.28394)
F (-0.51140, 3.78456, -4.33780)
F (1.09393, 2.70635, -3.35918)
F (1.08196, 4.86793, -3.36170)
H (-3.93250, 3.76430, -1.64917)
H (-3.95051, 3.57226, 0.10880)
H (-2.89046, 4.76394, -0.64434)
H (-2.68378, 1.72185, -0.92962)
H (-1.59496, 2.71058, 0.03658)
C (1.77202, -3.49669, -2.40296)
C (0.55007, -4.37530, -2.25583)
O (0.44577, -4.88951, -0.91515)
C (-0.05973, -4.05100, -0.02058)
O (-0.43120, -2.93408, -0.22062)
C (-0.14384, -4.74363, 1.34637)
F (0.98688, -5.39607, 1.63040)
F (-1.14892, -5.62752, 1.35102)
F (-0.36695, -3.85481, 2.30897)
H (2.67382, -4.03528, -2.11002)
H (1.88134, -3.16284, -3.43420)
H (1.69503, -2.61836, -1.76317)
H (0.62251, -5.24621, -2.90330)
H (-0.36236, -3.84152, -2.51782)
C (5.84100, -1.23340, 1.07219)
C (5.36202, -0.16844, 0.79835)
Si (4.66599, 1.48895, 0.39420)
C (3.53335, 1.31005, -1.09304)
C (2.44312, 0.25251, -0.93296)
C (1.46891, 0.50807, 0.18842)
O (1.91101, -0.01882, 1.43189)
H (6.16383, -2.22186, 1.05609)
H (3.87679, 2.02568, 1.52840)
H (5.74323, 2.46494, 0.14302)
H (3.12168, 2.26078, -1.39257)
H (4.15990, 0.99032, -1.91809)
H (1.87522, 0.25242, -1.85527)
H (2.87543, -0.73083, -0.86711)
H (0.54066, 0.01811, -0.06966)
H (1.26105, 1.57038, 0.24768)
H (2.14653, 0.73303, 1.97080)

Cartesian forces (eV/Å) of the 2 atoms listed first:
C -0.046 0.180 -0.171
C 0.515 -0.320 0.167

natural (NBO) population analysis, charges in e, atoms 1 to 2:
1. C -0.64
2. C -0.08

***

The following is a DFT calculation (ωB97M-V/def2-TZVPD) of a molecular structure, C17H25FN2O4S.

Calculated values
HOMO-LUMO gap: 8.48 eV
Relative energy (zero: lowest compared OMol25 entry of this formula, charge and spin): 0.473 eV

Element x y z (Å)
C (5.64254, 0.15054, 1.00699)
C (5.18515, 1.38300, 0.24696)
F (5.12474, 1.06513, -1.11049)
C (3.87917, 1.98417, 0.75214)
C (2.60027, 1.24969, 0.41762)
C (1.63631, 1.09288, 1.47832)
C (0.43205, 0.51251, 1.30813)
C (0.09972, 0.01915, 0.01762)
N (-1.04630, -0.57391, -0.34553)
S (-0.87086, -0.92976, -1.90347)
N (0.59842, -0.37781, -2.19244)
C (1.04460, 0.13871, -1.03936)
C (2.29289, 0.76160, -0.82203)
H (5.16859, -0.74909, 0.61906)
H (6.71563, 0.02460, 0.85861)
H (5.47863, 0.25914, 2.07619)
H (5.95672, 2.15161, 0.33848)
H (3.78491, 3.02920, 0.45172)
H (3.96033, 1.99616, 1.83977)
H (1.87184, 1.47525, 2.46341)
H (-0.28278, 0.41931, 2.11261)
H (2.96345, 0.86634, -1.65973)
O (-4.46918, -6.83771, 1.09889)
C (-3.42876, -6.24362, 1.04707)
O (-3.36098, -5.00921, 1.58371)
C (-2.13308, -4.28628, 1.72169)
C (-1.76420, -3.52969, 0.46369)
C (-2.21968, -6.81762, 0.34214)
H (-1.33382, -4.95108, 2.05349)
H (-2.31771, -3.58576, 2.53454)
H (-1.58910, -4.20466, -0.37626)
H (-0.86468, -2.94176, 0.62566)
H (-2.57148, -2.85662, 0.18239)
H (-2.31052, -6.60592, -0.72254)
H (-2.23038, -7.89497, 0.48474)
H (-1.26647, -6.43637, 0.69827)
O (0.59140, 3.99242, -1.15724)
C (-0.58365, 4.16982, -1.31716)
O (-1.40427, 4.02553, -0.25714)
C (-2.79839, 4.34028, -0.30070)
C (-3.62322, 3.18647, -0.83203)
C (-1.16631, 4.46695, -2.67998)
H (-2.96762, 5.26181, -0.85955)
H (-3.06639, 4.54479, 0.73448)
H (-3.36353, 2.94678, -1.86334)
H (-4.68524, 3.43021, -0.79333)
H (-3.44766, 2.29335, -0.23207)
H (-1.30369, 3.52316, -3.20679)
H (-0.44577, 5.06861, -3.22758)
H (-2.11166, 5.00262, -2.65963)

Cartesian forces (eV/Å) of the 2 atoms listed first:
C 0.381 -0.024 -0.353
C 0.184 0.131 0.423

natural (NBO) population analysis, charges in e, atoms 1 to 2:
1. C -0.65
2. C 0.22

***

The following is a DFT calculation (ωB97M-V/def2-TZVPD) of a molecular structure, C17H25IrN2O7P2.

Calculated values
HOMO-LUMO gap: 7.88 eV
Relative energy (zero: lowest compared OMol25 entry of this formula, charge and spin): 2.292 eV

Element x y z (Å)
Ir (0.24677, 0.32286, -0.44416)
N (3.47508, -2.80095, 0.89342)
C (2.98265, -2.05142, -0.32289)
C (3.84556, -2.39311, -1.51892)
P (3.16650, -0.27680, 0.13945)
O (2.21723, -0.30547, 1.46311)
O (4.54726, -0.03325, 0.60826)
O (2.42519, 0.47446, -0.95618)
P (1.21600, -2.59518, -0.58315)
O (0.71747, -2.50073, 0.91908)
O (1.23999, -3.93913, -1.17194)
O (0.55428, -1.45795, -1.37074)
H (4.27829, -2.29819, 1.29139)
H (3.74346, -3.75577, 0.64826)
H (2.70897, -2.82772, 1.57838)
H (4.88530, -2.09892, -1.35967)
H (3.46658, -1.85170, -2.38473)
H (3.77344, -3.45930, -1.74017)
H (2.42669, 0.37074, 2.11405)
H (-0.03360, -1.79326, 0.99851)
C (2.35916, 3.95985, 0.87765)
C (1.49701, 4.96945, 0.47247)
C (0.25159, 4.60208, 0.02489)
C (-0.11064, 3.25338, 0.00057)
N (0.72912, 2.25982, 0.37014)
C (1.94235, 2.65254, 0.79071)
C (-1.36555, 2.78510, -0.54287)
C (-2.50944, 3.57626, -0.64589)
C (-3.65618, 3.06133, -1.21107)
C (-3.62553, 1.75650, -1.69577)
C (-2.49620, 0.97191, -1.55515)
C (-1.33571, 1.44654, -0.94214)
H (3.35547, 4.16469, 1.23869)
H (1.80299, 6.00657, 0.48636)
H (-0.45021, 5.33229, -0.34652)
H (2.65226, 1.91041, 1.09928)
H (-2.49479, 4.59078, -0.26899)
H (-4.55360, 3.65946, -1.28222)
H (-4.50055, 1.33366, -2.17395)
H (-2.49217, -0.02201, -1.97001)
C (-2.51983, -2.24249, -0.83325)
C (-2.27682, -1.64249, 0.55131)
C (-3.50669, -0.88712, 1.06461)
C (-2.06534, -2.80915, 1.54020)
O (-1.15755, -0.73367, 0.69476)
H (-2.98732, -3.22057, -0.70428)
H (-1.59485, -2.39411, -1.38430)
H (-3.20798, -1.66390, -1.44378)
H (-4.37812, -1.54528, 1.08100)
H (-3.74496, -0.01868, 0.45489)
H (-3.31449, -0.54123, 2.08007)
H (-3.00920, -3.35178, 1.62013)
H (-1.81074, -2.43000, 2.53113)
H (-1.30856, -3.51931, 1.21995)

Cartesian forces (eV/Å) of the 2 atoms listed first:
Ir 0.033 0.750 0.686
N 0.185 -0.164 0.114

natural (NBO) population analysis, charges in e, atoms 1 to 2:
1. Ir 1.16
2. N -0.70